[1]
Entry from the Open Molecules 2025 dataset: one molecule with the formula CH3BrO3 in a non-equilibrium geometry (ωB97M-V with the def2-TZVPD basis set).

Output
* energy above the lowest of the compared OMol25 structures with the same formula, charge and spin: 313.8 kJ/mol
* highest occupied orbital energy: -10.5 eV
* E_LUMO: 0.5 eV
* SMILES: OO[C@@H](O)Br
* spin multiplicity: 1
* frontier orbital gap: 11.02 eV
* energy: -2839.4914 hartree

Geometry (Å):
C -0.1190 0.4932 0.2215
O -1.3358 0.1533 0.7159
O 1.0780 -0.4432 -0.2558
O 0.7303 -0.9741 -1.4995
Br 0.9319 1.7151 1.4477
H 0.3437 -1.8722 -1.4259
H -0.2718 1.2309 -0.7143
H -1.3573 -0.3030 1.5103

[2]
Entry from the Open Molecules 2025 dataset: one molecule with the formula CH3BrOS in a non-equilibrium geometry (ωB97M-V with the def2-TZVPD basis set).

Output
* energy above the lowest of the compared OMol25 structures with the same formula, charge and spin: 0.0 kJ/mol
* highest occupied orbital energy: -9.9 eV
* E_LUMO: -0.3 eV
* spin multiplicity: 1
* frontier orbital gap: 9.66 eV
* energy: -3087.3131 hartree

Geometry (Å):
C 0.0106 0.0678 0.2266
O 1.4728 -1.5361 1.6770
S 0.8101 -0.2676 1.8484
Br 2.3563 1.3689 1.6828
H -0.9922 -0.3447 0.2661
H 0.6271 -0.5569 -0.5852
H -0.0184 1.1193 -0.0205

- What is the E_LUMO in the first record?
  0.5 eV